No. 1
C17H18N2OS3 | the ωB97M-V functional and the def2-TZVPD basis

Each line ends with the Löwdin charge.
Geometry (Å):
1 C -4.14 -2.80 -0.33  -0.04
2 C -4.72 -1.49 0.06  -0.45
3 C -5.87 -1.29 0.75  -0.37
4 S -6.16 0.40 0.99  0.98
5 C -4.67 0.70 0.12  -0.95
6 S -4.12 2.32 -0.14  0.93
7 C -2.47 1.91 -0.77  -0.39
8 C -1.63 1.22 0.30  -0.43
9 O -2.02 1.14 1.45  0.05
10 C -0.37 0.69 -0.18  -0.12
11 C 0.19 0.85 -1.48  0.02
12 C 1.39 0.21 -1.49  -0.27
13 C 2.40 0.08 -2.58  -0.02
14 N 1.59 -0.35 -0.24  -0.02
15 C 2.79 -1.03 0.16  -0.14
16 C 3.88 -0.06 0.51  -0.52
17 C 3.76 1.24 0.89  -0.12
18 C 5.01 1.85 1.15  -0.18
19 C 6.05 1.00 0.98  -0.42
20 S 5.54 -0.56 0.47  1.03
21 C 0.54 -0.05 0.56  -0.20
22 C 0.46 -0.50 1.97  0.00
23 N -4.06 -0.35 -0.29  0.04
24 H -4.04 -2.86 -1.42  0.08
25 H -4.77 -3.61 0.02  0.07
26 H -3.14 -2.91 0.09  0.08
27 H -6.56 -2.02 1.12  0.06
28 H -2.00 2.86 -1.05  0.09
29 H -2.58 1.27 -1.64  0.08
30 H -0.24 1.37 -2.31  0.11
31 H 2.06 0.64 -3.45  0.08
32 H 3.37 0.47 -2.26  0.08
33 H 2.53 -0.97 -2.87  0.08
34 H 3.13 -1.68 -0.66  0.12
35 H 2.56 -1.67 1.02  0.13
36 H 2.82 1.75 0.97  0.12
37 H 5.12 2.87 1.47  0.10
38 H 7.10 1.19 1.11  0.06
39 H 0.43 -1.59 2.04  0.09
40 H -0.45 -0.10 2.41  0.07
41 H 1.32 -0.14 2.55  0.09

Computed properties:
SMILES	Cc1csc(SCC(=O)c2cc(C)n(Cc3cccs3)c2C)n1
highest occupied orbital energy	-7.89	eV
energy relative to the best compared isomer or geometry (same formula, charge and spin)	0.0	kcal/mol
total charge	0

No. 2
C17H18N4O4S2 | the ωB97M-V functional and the def2-TZVPD basis

Each line ends with the Löwdin charge.
Geometry (Å):
1 C 3.03 -1.05 1.28  -0.06
2 C 2.67 -1.88 0.05  -0.23
3 O 2.27 -1.00 -1.00  -0.24
4 C 1.64 -1.64 -2.07  -0.24
5 C 2.39 -2.02 -3.17  -0.01
6 C 1.77 -2.63 -4.25  -0.09
7 C 0.41 -2.87 -4.21  -0.08
8 C -0.35 -2.50 -3.11  0.00
9 C 0.26 -1.87 -2.03  -0.14
10 N -0.45 -1.44 -0.90  0.15
11 C -1.76 -1.61 -0.61  -0.44
12 O -2.56 -2.21 -1.28  0.08
13 C -2.16 -0.93 0.71  -0.12
14 N -1.06 -0.83 1.63  -0.31
15 S -1.20 0.49 2.68  0.68
16 O -0.04 0.49 3.51  -0.27
17 O -2.49 0.51 3.32  -0.27
18 C -1.10 1.88 1.56  -0.22
19 C -1.90 2.98 1.73  -0.03
20 C -1.73 4.13 0.93  -0.05
21 C -0.76 4.20 -0.04  0.01
22 C 0.07 3.09 -0.23  -0.33
23 N 1.07 2.92 -1.10  -0.21
24 S 1.69 1.46 -0.94  1.15
25 N 0.74 0.94 0.25  -0.21
26 C -0.11 1.91 0.58  -0.31
27 H -0.62 5.08 -0.64  0.12
28 H -2.39 4.97 1.09  0.11
29 H -2.66 2.95 2.49  0.12
30 C -0.75 -2.06 2.34  -0.07
31 H 0.06 -1.83 3.03  0.08
32 H -1.61 -2.43 2.89  0.10
33 H -0.43 -2.81 1.62  0.09
34 H -3.02 -1.47 1.13  0.14
35 H -2.49 0.08 0.47  0.13
36 H 0.09 -0.88 -0.24  0.09
37 H -1.41 -2.68 -3.09  0.10
38 H -0.08 -3.36 -5.04  0.10
39 H 2.35 -2.92 -5.11  0.10
40 H 3.45 -1.82 -3.18  0.12
41 H 3.53 -2.47 -0.28  0.13
42 H 1.85 -2.57 0.29  0.12
43 H 2.16 -0.50 1.63  0.05
44 H 3.37 -1.71 2.07  0.08
45 H 3.82 -0.35 1.03  0.08

Computed properties:
highest occupied orbital energy	-8.64	eV
energy relative to the best compared isomer or geometry (same formula, charge and spin)	37.0	kcal/mol
total charge	0

No. 3
C17H18NNaO2S | the ωB97M-V functional and the def2-TZVPD basis

Each line ends with the Löwdin charge.
Geometry (Å):
1 Na 0.63 -1.09 -0.27  0.41
2 S -3.18 0.71 1.71  1.11
3 C -1.89 1.27 2.73  -0.47
4 C -1.96 2.07 3.85  -0.10
5 C -0.79 2.37 4.52  -0.10
6 C 0.43 1.87 4.06  -0.09
7 C 0.50 1.07 2.94  -0.03
8 C -0.67 0.75 2.26  -0.30
9 N -0.77 -0.03 1.15  0.06
10 C -1.98 -0.16 0.72  -0.49
11 C -2.39 -0.91 -0.43  -0.30
12 C -3.74 -0.88 -0.81  -0.09
13 C -4.18 -1.56 -1.91  -0.11
14 C -3.25 -2.27 -2.66  -0.11
15 C -1.92 -2.29 -2.28  -0.16
16 C -1.40 -1.64 -1.15  -0.08
17 H -2.91 2.45 4.20  0.11
18 H -0.82 2.98 5.41  0.10
19 H 1.34 2.12 4.60  0.10
20 H 1.45 0.68 2.60  0.10
21 H -4.44 -0.31 -0.21  0.06
22 H -5.22 -1.54 -2.21  0.10
23 H -3.58 -2.81 -3.54  0.09
24 H -1.22 -2.86 -2.89  0.07
25 C 1.54 -0.70 -3.31  -0.07
26 O 2.05 -1.16 -2.08  -0.23
27 C 3.33 -0.65 -1.76  -0.19
28 C 3.40 -0.57 -0.24  -0.18
29 O 2.37 0.21 0.31  -0.24
30 C 2.45 1.58 -0.02  -0.07
31 H 2.25 -0.86 -4.13  0.10
32 H 1.27 0.36 -3.27  0.10
33 H 0.64 -1.28 -3.50  0.08
34 H 3.48 0.34 -2.19  0.12
35 H 4.12 -1.32 -2.13  0.14
36 H 4.39 -0.20 0.07  0.14
37 H 3.25 -1.58 0.17  0.14
38 H 3.46 1.97 0.16  0.10
39 H 1.75 2.09 0.62  0.09
40 H 2.18 1.77 -1.06  0.09

Computed properties:
highest occupied orbital energy	-7.05	eV
total charge	0

No. 4
C17H19BMnN7O4 | the ωB97M-V functional and the def2-TZVPD basis

Each line ends with the Löwdin charge.
Geometry (Å):
1 Mn 0.02 0.29 0.48  1.06
2 B 1.66 3.53 0.45  -0.38
3 N 2.41 2.17 0.67  -0.06
4 C 3.73 2.12 0.84  -0.07
5 C 4.12 0.81 1.07  -0.03
6 C 2.94 0.09 1.02  -0.12
7 N 1.90 0.92 0.77  -0.05
8 N 0.11 3.33 0.31  -0.06
9 C -0.71 4.37 0.22  -0.08
10 C -2.01 3.92 0.08  -0.03
11 C -1.91 2.54 0.09  -0.10
12 N -0.61 2.18 0.23  -0.04
13 H 1.85 4.23 1.42  0.07
14 H 2.08 4.03 -0.57  0.07
15 H 4.31 3.03 0.80  0.13
16 H 5.11 0.43 1.25  0.10
17 H 2.78 -0.96 1.16  0.11
18 H -0.31 5.37 0.26  0.13
19 H -2.91 4.51 -0.02  0.10
20 H -2.68 1.80 0.02  0.10
21 O 1.66 -5.39 0.02  0.14
22 C 1.80 -4.84 -1.17  -0.50
23 O 2.17 -5.46 -2.14  0.11
24 C 1.45 -3.39 -1.32  -0.03
25 C 1.58 -2.73 -2.52  0.02
26 N 1.18 -1.46 -2.31  0.04
27 N 0.80 -1.25 -1.05  0.05
28 C 0.97 -2.41 -0.43  -0.13
29 C 0.70 -2.43 1.04  -0.52
30 O 0.87 -3.45 1.69  0.10
31 O 0.37 -1.28 1.54  -0.11
32 H 1.32 -4.73 0.69  0.07
33 H 1.91 -3.09 -3.47  0.15
34 H 1.12 -0.71 -2.98  0.17
35 C -1.87 -0.20 -2.34  -0.05
36 C -2.49 -0.41 -0.99  -0.38
37 C -3.79 -0.69 -0.69  -0.06
38 C -3.91 -0.73 0.73  -0.06
39 C -2.68 -0.46 1.25  -0.37
40 C -2.26 -0.32 2.68  -0.04
41 N -1.80 -0.27 0.20  -0.10
42 H -2.61 0.18 -3.03  0.08
43 H -1.47 -1.13 -2.76  0.06
44 H -1.05 0.53 -2.29  0.05
45 H -4.58 -0.84 -1.41  0.10
46 H -4.80 -0.91 1.31  0.10
47 H -3.14 -0.23 3.31  0.08
48 H -1.66 0.58 2.85  0.07
49 H -1.67 -1.17 3.03  0.07

Computed properties:
spin multiplicity	5
expectation value of S²	6.051
highest occupied orbital energy (spin up / spin down)	-7.91 / -7.90	eV
energy relative to the best compared isomer or geometry (same formula, charge and spin)	1.6	kcal/mol
total charge	0

No. 5
C17H19Cl2N3Rh | the ωB97M-V functional and the def2-TZVPD basis

Each line ends with the Löwdin charge.
Geometry (Å):
1 Rh 0.82 0.13 -1.97  0.64
2 Cl -0.21 -1.96 -2.14  -0.04
3 Cl 1.16 2.14 -0.77  -0.02
4 C 2.07 -0.62 -0.72  -0.42
5 H 2.81 0.13 -0.48  0.02
6 H 2.41 -1.56 -1.14  0.03
7 C -0.79 1.16 -3.05  -0.30
8 C 0.35 1.00 -3.72  -0.40
9 H -0.80 1.88 -2.22  0.03
10 C 0.53 0.00 -4.92  -0.21
11 H 1.10 1.80 -3.70  0.09
12 C -0.82 -0.19 -5.61  -0.21
13 H 1.21 0.50 -5.61  0.09
14 H 1.03 -0.94 -4.62  0.08
15 C -2.04 -0.33 -4.66  -0.23
16 H -1.02 0.68 -6.27  0.11
17 H -0.79 -1.07 -6.26  0.10
18 C -2.12 0.79 -3.63  -0.20
19 H -2.93 -0.27 -5.29  0.10
20 H -2.04 -1.29 -4.13  0.06
21 H -2.58 1.64 -4.16  0.11
22 H -2.83 0.54 -2.84  0.11
23 N -0.46 1.83 8.67  0.10
24 C -0.38 1.37 7.60  -0.22
25 C -0.25 0.80 6.29  -0.28
26 C -0.80 1.45 5.18  -0.05
27 C -0.58 0.97 3.89  -0.02
28 C 0.14 -0.22 3.74  -0.22
29 C 0.64 -0.92 4.84  -0.03
30 C 0.46 -0.39 6.11  -0.06
31 N 0.42 -0.71 2.45  -0.02
32 C 0.98 -1.97 2.20  -0.04
33 C 1.30 -2.01 0.90  -0.11
34 N 1.09 -0.77 0.36  -0.17
35 C 0.45 0.00 1.29  -0.10
36 H -1.41 2.34 5.33  0.11
37 H -0.96 1.49 3.02  0.10
38 H 1.20 -1.86 4.70  0.09
39 H 0.88 -0.91 6.97  0.11
40 H 1.09 -2.79 2.87  0.10
41 H 1.74 -2.79 0.34  0.11
42 H -0.07 0.95 1.17  0.06

Computed properties:
spin multiplicity	5
expectation value of S²	6.034
highest occupied orbital energy (spin up / spin down)	-1.93 / -5.51	eV
energy relative to the best compared isomer or geometry (same formula, charge and spin)	0.0	kcal/mol
total charge	-1

No. 6
C17H19FN2O3 | the ωB97M-V functional and the def2-TZVPD basis

Each line ends with the Löwdin charge.
Geometry (Å):
1 C -6.55 -0.23 -0.75  -0.06
2 C -5.70 -1.16 0.10  -0.21
3 O -4.38 -0.65 0.28  -0.01
4 C -3.50 -0.89 -0.69  -0.48
5 O -3.74 -1.53 -1.68  0.12
6 C -2.15 -0.28 -0.37  -0.20
7 C -1.55 -0.96 0.87  -0.12
8 C -0.11 -0.49 1.06  -0.15
9 N 0.02 0.92 0.77  -0.04
10 C 1.11 1.52 0.24  -0.38
11 O 1.07 2.68 -0.16  0.05
12 C 2.38 0.78 0.15  -0.15
13 C 2.95 -0.29 0.79  0.03
14 C 4.27 -0.42 0.30  -0.16
15 C 5.31 -1.31 0.57  0.05
16 C 6.49 -1.13 -0.12  -0.28
17 F 7.52 -1.97 0.11  0.04
18 C 6.68 -0.11 -1.06  -0.02
19 C 5.66 0.78 -1.33  -0.01
20 C 4.46 0.62 -0.65  -0.20
21 N 3.30 1.32 -0.71  0.14
22 C -1.20 1.69 0.90  -0.13
23 C -2.25 1.24 -0.12  -0.10
24 H -7.56 -0.61 -0.82  0.08
25 H -6.13 -0.15 -1.74  0.08
26 H -6.58 0.76 -0.30  0.08
27 H -5.64 -2.15 -0.37  0.12
28 H -6.11 -1.26 1.11  0.12
29 H -1.49 -0.48 -1.22  0.16
30 H -2.16 -0.71 1.74  0.12
31 H -1.56 -2.04 0.75  0.13
32 H 0.55 -1.04 0.38  0.12
33 H 0.21 -0.69 2.10  0.13
34 H 2.52 -0.90 1.56  0.10
35 H 5.21 -2.11 1.28  0.12
36 H 7.63 -0.04 -1.55  0.11
37 H 5.79 1.57 -2.05  0.11
38 H 3.11 2.16 -1.24  0.16
39 H -0.95 2.74 0.75  0.12
40 H -1.58 1.56 1.92  0.13
41 H -3.24 1.49 0.25  0.12
42 H -2.09 1.76 -1.07  0.12

Computed properties:
SMILES	CCOC(=O)C1CCN(C(=O)c2cc3cc(F)ccc3[nH]2)CC1
highest occupied orbital energy	-8.38	eV
energy relative to the best compared isomer or geometry (same formula, charge and spin)	8.1	kcal/mol
total charge	0